94
Properties=species:S:1:pos:R:3:forces:R:3:lowdin_charge:R:1 method="wB97M-V/def2-TZVPD" charge=+1 max_force_ev_per_a=0.87 gap_ev=8.25 e_tot_ha=-7800.60263 e_homo_ev=-12.02 lumo_energy_ha=-0.138
C -5.82855 0.63799 -0.96638 0.104 0.200 0.138 -0.146
C -4.61095 1.54094 -1.11901 -0.082 -0.514 0.182 -0.726
Br -4.41720 2.49220 0.58574 -0.013 0.138 -0.114 0.811
C -3.36202 0.66848 -1.39982 -0.060 0.113 0.388 -0.641
Br -3.16720 0.43948 -3.31560 -0.144 -0.126 -0.166 0.903
C -2.07298 1.04162 -0.69652 0.181 0.157 -0.102 -0.157
C -1.29494 2.17255 -1.05642 -0.367 -0.155 -0.088 -0.135
C -1.58167 3.15393 -2.16424 0.254 0.382 0.075 -0.128
C -2.54423 4.29293 -1.80198 0.092 -0.213 -0.367 -0.068
C -2.57359 5.29629 -2.92906 -0.312 0.098 -0.084 -0.620
F -3.00304 4.71607 -4.06821 0.140 0.046 0.041 0.142
F -3.41463 6.30714 -2.66478 0.142 -0.043 0.057 0.151
F -1.36229 5.83062 -3.18138 -0.143 -0.068 0.036 0.125
C -0.16796 2.41999 -0.33377 0.077 0.148 0.050 0.039
N 0.20030 1.64119 0.70000 -0.101 0.212 -0.119 0.216
C -0.50884 0.56790 1.04883 0.253 -0.268 0.094 -0.213
O -0.11175 -0.15389 2.10250 0.005 0.410 0.140 0.106
C 1.28475 -0.36856 2.27784 0.623 -0.181 -0.123 -0.355
O 1.98003 -0.47766 1.31139 -0.239 0.073 0.130 0.172
C 1.67533 -0.42492 3.68595 -0.319 -0.123 -0.033 -0.138
C 0.93752 0.26316 4.64850 -0.152 -0.022 0.050 -0.018
C 1.31647 0.20303 5.97508 0.100 -0.048 -0.070 -0.058
C 2.42456 -0.55655 6.32962 -0.188 0.068 0.045 -0.048
C 3.14914 -1.24506 5.36807 0.170 -0.070 0.306 -0.040
C 2.78913 -1.18472 4.03815 -0.022 0.146 -0.139 0.013
C -1.66378 0.22656 0.36666 -0.479 0.084 -0.259 -0.079
C -2.38613 -1.00321 0.84758 0.085 -0.120 0.100 -0.083
C -1.84118 -2.34330 0.27164 -0.115 0.283 0.207 -0.121
C -0.56986 -2.24777 -0.57168 0.108 -0.841 -0.180 -0.079
C -0.77446 -1.89422 -2.01685 0.364 0.466 -0.122 -0.534
O -0.30475 -0.91467 -2.54015 -0.282 -0.030 0.058 0.080
O -1.51554 -2.80387 -2.68885 -0.496 0.002 0.557 0.100
H -5.69038 0.00149 -0.09293 0.019 -0.185 -0.075 0.074
H -5.95451 0.03030 -1.86141 -0.098 -0.022 -0.042 0.086
H -6.72108 1.22595 -0.77036 -0.078 0.038 -0.218 0.082
H -4.77191 2.25151 -1.92248 0.115 0.313 0.172 0.073
H -3.63538 -0.31486 -1.04921 0.097 -0.178 -0.179 0.063
H -1.89101 2.66546 -3.07867 -0.109 -0.104 -0.006 0.062
H -0.63032 3.63873 -2.38935 0.064 -0.090 -0.127 0.117
H -3.57081 3.95430 -1.70062 -0.004 0.032 0.217 0.080
H -2.22662 4.79170 -0.88899 -0.121 0.086 0.064 0.139
H 0.46484 3.26655 -0.54868 0.141 -0.018 0.045 0.155
H 1.04007 1.88555 1.20897 0.080 -0.167 0.006 0.191
H 0.06608 0.83483 4.36350 -0.058 0.005 -0.029 0.116
H 0.74601 0.72561 6.72787 -0.013 0.053 0.038 0.111
H 2.70208 -0.62229 7.37188 0.092 -0.020 0.032 0.113
H 3.99580 -1.84095 5.67617 0.058 -0.069 -0.121 0.117
H 3.35730 -1.73801 3.30271 -0.089 0.088 0.009 0.095
H -3.44571 -0.92115 0.63970 -0.108 0.040 0.079 0.103
H -2.31427 -1.03886 1.93234 0.022 0.035 0.028 0.131
H -2.64653 -2.81700 -0.28512 0.132 -0.148 -0.173 0.115
H -1.63701 -3.00080 1.11152 -0.068 -0.038 0.062 0.105
H 0.18684 -1.58624 -0.16229 0.016 0.081 0.021 0.104
H -0.13169 -3.25026 -0.57408 0.055 -0.001 -0.021 0.141
H -2.03708 -2.35768 -3.37004 0.400 0.052 -0.355 0.095
C 6.63031 -1.85014 -0.79706 -0.238 0.143 0.072 -0.019
C 6.71801 -2.66419 0.46596 0.022 0.026 -0.215 -0.320
C 6.41822 -4.14034 0.31716 0.060 -0.043 0.015 -0.081
O 5.92166 -4.47759 1.62291 -0.021 -0.039 -0.102 0.077
C 5.38544 -3.36348 2.15452 0.030 0.017 0.052 -0.558
O 4.72400 -3.33528 3.14672 0.062 -0.095 -0.046 0.144
O 5.69530 -2.27984 1.41349 0.085 0.009 0.032 0.085
H 5.64333 -1.94845 -1.25067 0.015 -0.072 -0.018 0.091
H 6.79386 -0.79445 -0.58587 0.075 -0.013 0.004 0.089
H 7.38423 -2.18174 -1.51038 0.021 -0.012 0.009 0.095
H 7.68496 -2.51553 0.95322 -0.007 -0.026 0.039 0.161
H 7.28736 -4.74541 0.07644 0.003 -0.054 0.150 0.142
H 5.62623 -4.32856 -0.41114 0.013 0.049 -0.040 0.140
C 1.54378 6.49742 -3.51634 0.198 -0.073 -0.202 -0.029
C 2.84778 6.51097 -2.76197 -0.170 0.069 -0.110 -0.337
C 3.40304 7.88095 -2.43419 0.028 0.018 0.069 -0.092
O 4.80949 7.62223 -2.36564 -0.054 0.050 -0.029 0.065
C 5.07615 6.55955 -3.16548 -0.058 -0.005 0.008 -0.560
O 6.15858 6.19714 -3.47751 0.069 -0.031 -0.010 0.179
O 3.91548 5.96551 -3.55225 0.010 -0.053 0.082 0.080
H 1.63318 7.05235 -4.45040 0.014 0.059 0.032 0.099
H 1.25683 5.47752 -3.77050 -0.024 -0.006 0.057 0.080
H 0.75630 6.94478 -2.91340 -0.001 0.027 0.029 0.079
H 2.77100 5.90300 -1.85340 0.032 0.037 0.037 0.152
H 3.04854 8.28720 -1.49054 0.130 -0.021 0.055 0.138
H 3.21797 8.60031 -3.23521 -0.063 -0.026 -0.023 0.142
C -4.49873 -6.95629 -0.55391 -0.026 0.279 -0.069 -0.020
C -3.79496 -6.72345 0.75685 -0.174 -0.097 -0.215 -0.323
C -4.56846 -7.13247 1.99102 0.041 -0.057 0.035 -0.082
O -4.03614 -6.24234 2.98343 -0.081 -0.029 -0.010 0.076
C -3.61208 -5.13033 2.35461 0.007 0.000 -0.021 -0.568
O -3.28251 -4.12606 2.90166 0.052 0.147 -0.077 0.154
O -3.60988 -5.31075 1.01014 0.090 -0.087 0.106 0.066
H -5.46074 -6.44286 -0.57033 -0.029 -0.051 0.051 0.092
H -3.90452 -6.57435 -1.38325 0.042 -0.062 0.006 0.087
H -4.66312 -8.02225 -0.70815 0.014 -0.017 0.014 0.095
H -2.80485 -7.18650 0.74816 0.014 0.012 0.060 0.160
H -4.41093 -8.16530 2.28781 0.090 0.049 0.118 0.142
H -5.63852 -6.93851 1.89022 -0.003 -0.007 -0.060 0.142